Entry 1:
This record from OMol25 describes a molecular structure, C5H14F3Li2O9P in a non-equilibrium geometry. The level of theory is the ωB97M-V functional and the def2-TZVPD basis.

Summary:
ΔE to the lowest compared entry with this formula, charge and spin (kcal per mole): 0.0
Total charge: -2
HOMO-LUMO gap (eV): 3.151
Molar mass (Da): 320.01
Multiplicity: 1
LUMO energy (Ha): 0.150
E_HOMO (eV): 0.926

The geometry in XYZ format:
```
34
Properties=species:S:1:pos:R:3:forces:R:3
O 2.43080 -0.71457 0.73293 -1.3 -0.2 1.8
H 2.86377 -0.70738 -3.10265 0.3 0.1 0.2
O 4.59263 0.66524 0.32346 -0.7 0.2 0.8
H -3.17105 0.10005 3.73219 -0.1 0.4 -0.3
O 4.77594 -1.79719 0.01213 -1.7 -0.4 0.1
H 0.17434 1.06238 -1.17306 0.4 -0.5 -0.2
O -1.02285 0.20540 2.01806 0.1 0.1 0.4
C -1.52890 1.25864 2.80099 -1.7 -1.1 1.9
O 3.19228 -0.35380 -1.46795 -1.1 -1.1 -1.8
O -0.52947 -0.60512 -0.03239 -0.9 0.4 0.3
C -1.49316 0.01131 0.63207 2.6 0.8 -1.6
H -0.64637 2.19615 -3.63760 0.2 -0.3 -0.1
H -2.50832 1.38259 4.77618 0.0 0.0 0.0
Li 1.39803 -1.32533 -0.75008 0.5 0.8 0.2
H -1.68366 -0.18310 4.46638 0.4 0.4 0.1
H -0.74611 1.88706 3.22743 0.3 0.2 -0.5
Li 1.04957 0.34918 1.51783 0.9 -1.4 -1.0
H -0.94144 3.00413 -2.10892 0.3 0.2 -0.1
F -3.32977 -0.76402 -0.68474 0.1 -0.1 0.1
C -0.70881 2.02444 -2.56494 -0.7 0.3 0.9
O 2.71575 -0.82045 -4.09264 -0.2 -0.2 -0.1
O 0.44430 1.42934 -2.02971 -0.4 0.5 -0.2
F -3.78581 -0.03778 1.32643 0.2 -0.1 -0.7
C -2.83504 -0.68604 0.54483 -0.3 -0.8 2.1
H -1.60848 1.44755 -2.30759 0.0 -0.3 -0.5
H 2.49098 -3.20662 -1.74441 -0.1 0.5 0.2
H -2.33926 1.84681 2.36328 0.6 0.2 -0.8
O 1.53411 -3.08123 -1.61318 0.3 -0.5 -0.1
H -1.60139 1.06418 0.30856 -0.8 0.2 -0.2
P 3.80187 -0.59652 -0.06324 2.8 1.5 -0.4
C -2.26138 0.63136 4.02180 0.1 -0.5 -0.1
F -2.75524 -1.93093 1.10286 -0.3 0.6 -0.8
H 1.10938 -3.80035 -2.08403 -0.1 0.1 0.0
H 2.92275 0.04464 -4.45025 0.0 0.1 0.2
```
Positions in Å, forces in eV/Å.

For each atom in turn, the Löwdin charge in e is: number 1, O, carries -0.65; number 2, H, carries -0.03; number 3, O, carries -0.52; number 4, H, carries 0.06; number 5, O, carries -0.51; number 6, H, carries 0.04; number 7, O, carries -0.15; number 8, C, carries -0.27; number 9, O, carries -0.50; number 10, O, carries -0.20; number 11, C, carries -0.49; number 12, H, carries 0.07; number 13, H, carries 0.06; number 14, Li, carries 0.64; number 15, H, carries 0.07; number 16, H, carries 0.11; number 17, Li, carries 0.71; number 18, H, carries 0.06; number 19, F, carries 0.16; number 20, C, carries -0.20; number 21, O, carries -0.15; number 22, O, carries -0.09; number 23, F, carries 0.07; number 24, C, carries -0.51; number 25, H, carries 0.07; number 26, H, carries 0.06; number 27, H, carries 0.11; number 28, O, carries -0.09; number 29, H, carries 0.14; number 30, P, carries -0.14; number 31, C, carries -0.09; number 32, F, carries 0.12; number 33, H, carries 0.04; number 34, H, carries -0.01


Entry 2:
This record from OMol25 describes C18H27N3O3 in the gas phase. The level of theory is the ωB97M-V functional and the def2-TZVPD basis.

Summary:
SMILES string: CC(C)[C@H](NC(=O)NC1CCN(Cc2ccccc2)CC1)C(=O)O
ΔE to the lowest compared entry with this formula, charge and spin (kcal per mole): 15.1
HOMO-LUMO gap (eV): 8.656
Molar mass (Da): 333.43
Multiplicity: 1
LUMO energy (Ha): 0.025
E_HOMO (eV): -7.986

The geometry in XYZ format:
```
51
Properties=species:S:1:pos:R:3:forces:R:3
C 3.13839 0.54288 -1.25312 0.1 0.0 -0.1
C 3.52357 0.49408 1.92009 -0.1 0.1 0.1
C 1.99192 0.59105 1.91508 0.2 -0.1 0.1
H 1.65948 1.21224 2.74869 0.0 0.0 0.0
H 3.95902 1.48710 1.79418 0.0 0.0 0.1
H -4.28440 0.47243 -2.31713 0.0 0.1 -0.1
C 1.38903 -0.80740 2.03700 0.1 0.2 -0.4
H 3.00615 -1.37948 -2.18686 0.1 -0.1 0.0
C 3.47313 -1.69439 0.96072 -0.1 -0.1 0.0
H 0.01567 1.43202 -3.35388 -0.1 0.0 0.0
C 1.93885 -1.69098 0.91485 0.2 0.0 0.2
H -2.51549 -1.01958 1.81178 0.1 0.1 0.0
H 1.56740 -2.71341 1.02212 0.0 0.0 0.0
O -0.31817 0.40554 0.06738 0.2 0.2 -0.3
O -4.61559 1.75196 0.34936 -0.1 0.5 -0.4
H 4.94347 1.07540 -0.23821 0.0 -0.1 -0.1
N 4.07823 -0.38436 0.91556 0.1 0.0 -0.1
C -3.04003 -0.01101 0.07405 0.0 -0.2 -0.1
N -0.06969 -0.76197 2.01908 0.0 -0.1 0.4
H 1.64209 1.03742 0.98631 0.0 0.0 0.1
H 1.58973 -1.29004 -0.03636 -0.1 -0.1 0.1
H -5.29785 2.14940 0.91521 0.1 -0.3 0.1
N -2.10278 -0.66194 0.96180 -0.3 0.0 0.1
C -4.10825 0.65925 0.91573 0.1 -0.1 0.3
H 4.94690 -0.55118 -0.93538 0.0 0.1 0.0
H -2.05988 -0.89616 -2.33685 0.1 0.1 -0.1
H -5.57482 -0.05421 -1.23618 -0.1 0.1 0.0
C -3.66540 -1.03726 -0.90307 0.1 0.2 -0.1
H -5.04954 -1.10137 -2.54994 0.0 0.0 -0.1
C 2.57958 1.81313 -1.19095 0.1 0.0 -0.1
O -4.46578 0.25394 1.99211 -0.1 -0.1 0.1
C 1.45127 -0.07665 -2.85941 -0.1 -0.1 -0.1
H 1.03565 3.12193 -1.87503 0.0 0.1 0.0
C 1.46370 2.13254 -1.94268 0.0 0.1 0.0
C -2.55198 -1.66006 -1.74030 -0.1 0.0 0.2
H -2.48933 0.74271 -0.49945 -0.1 -0.1 0.1
C 4.33315 0.18079 -0.39894 0.1 -0.1 0.1
H -0.53434 -1.44707 2.59374 0.0 0.0 -0.1
H 3.84726 0.10538 2.89541 0.0 0.1 0.0
C 0.89233 1.18563 -2.77307 0.0 0.0 -0.1
C 2.56972 -0.39236 -2.10909 0.1 0.1 0.0
H 3.02282 2.55897 -0.54490 0.1 0.1 0.1
H -1.80433 -2.12106 -1.10104 0.1 -0.1 0.0
H 1.67071 -1.23453 3.00834 0.0 0.0 -0.1
H 3.87056 -2.29278 0.13848 0.1 -0.1 0.0
C -0.77959 -0.28100 0.95557 -0.3 -0.3 0.3
H -2.95928 -2.41877 -2.40433 0.0 -0.1 -0.1
H 3.79130 -2.16223 1.90248 0.0 -0.1 -0.1
H 1.01456 -0.82060 -3.51093 0.0 0.0 -0.1
H -4.14306 -1.81957 -0.30225 0.0 0.0 0.0
C -4.70976 -0.38653 -1.80413 0.0 -0.2 0.2
```
Positions in Å, forces in eV/Å.

For each atom in turn, the Löwdin charge in e is: number 1, C, carries -0.22; number 2, C, carries -0.18; number 3, C, carries -0.12; number 4, H, carries 0.12; number 5, H, carries 0.12; number 6, H, carries 0.09; number 7, C, carries -0.30; number 8, H, carries 0.11; number 9, C, carries -0.18; number 10, H, carries 0.10; number 11, C, carries -0.12; number 12, H, carries 0.14; number 13, H, carries 0.12; number 14, O, carries 0.07; number 15, O, carries 0.13; number 16, H, carries 0.12; number 17, N, carries -0.17; number 18, C, carries -0.22; number 19, N, carries 0.11; number 20, H, carries 0.08; number 21, H, carries 0.09; number 22, H, carries 0.14; number 23, N, carries 0.11; number 24, C, carries -0.49; number 25, H, carries 0.12; number 26, H, carries 0.08; number 27, H, carries 0.07; number 28, C, carries -0.36; number 29, H, carries 0.08; number 30, C, carries -0.06; number 31, O, carries 0.11; number 32, C, carries -0.08; number 33, H, carries 0.10; number 34, C, carries -0.08; number 35, C, carries -0.06; number 36, H, carries 0.16; number 37, C, carries -0.14; number 38, H, carries 0.14; number 39, H, carries 0.12; number 40, C, carries -0.10; number 41, C, carries -0.06; number 42, H, carries 0.11; number 43, H, carries 0.07; number 44, H, carries 0.15; number 45, H, carries 0.12; number 46, C, carries -0.53; number 47, H, carries 0.08; number 48, H, carries 0.12; number 49, H, carries 0.10; number 50, H, carries 0.15; number 51, C, carries -0.06


Entry 3:
This record from OMol25 describes a molecular structure, C2H3BeLiO2 in a non-equilibrium geometry. The level of theory is the ωB97M-V functional and the def2-TZVPD basis.

Summary:
ΔE to the lowest compared entry with this formula, charge and spin (kcal per mole): 2.6
Total charge: +2
HOMO-LUMO gap (eV): 9.369
Molar mass (Da): 75.00
Multiplicity: 1
LUMO energy (Ha): -0.380
E_HOMO (eV): -19.722

The geometry in XYZ format:
```
9
Properties=species:S:1:pos:R:3:forces:R:3
Li 1.48392 -2.22175 -0.80288 0.3 -0.6 -0.4
H 2.50890 1.58884 -0.40353 0.2 -0.5 0.7
C 0.14121 -0.34120 0.74259 -1.3 0.5 1.2
C -0.70545 0.62360 -0.03091 -1.4 0.7 -1.2
H -0.51251 -1.22863 0.85250 0.2 0.2 0.0
Be 2.32317 0.39102 0.22460 2.8 3.7 -1.0
H 0.21835 0.13420 1.74087 -0.1 -0.3 -0.1
O 1.33215 -0.56695 0.11670 -1.7 -3.2 -0.1
O -1.41824 1.23211 -0.63782 1.0 -0.5 0.9
```
Positions in Å, forces in eV/Å.

For each atom in turn, the Löwdin charge in e is: number 1, Li, carries 0.90; number 2, H, carries 0.02; number 3, C, carries -0.15; number 4, C, carries 0.16; number 5, H, carries 0.19; number 6, Be, carries 0.54; number 7, H, carries 0.19; number 8, O, carries -0.32; number 9, O, carries 0.48